Run 1
Density functional theory data (wB97M-V/def2-TZVPD) for a 4-piece molecular cluster, C2H6N4O2 overall.

Summary:
Net charge: 0
E_HOMO: -9.5 eV
M: 118.096 g/mol
Orbital gap: 0.310 Eh

Structure (XYZ):
```
14
Properties=species:S:1:pos:R:3:lowdin_charge:R:1
C 0.090 0.409 -0.139 -0.39
C 2.397 0.425 0.163 -0.33
H -1.413 -0.308 -1.301 0.24
H -3.226 -1.276 0.280 0.23
H -0.195 -1.277 0.932 0.15
H 1.425 -1.132 -0.822 0.10
H 2.147 1.277 0.950 0.18
H -1.859 0.537 0.429 0.21
N -1.788 -1.290 -0.315 -0.10
N -0.860 -0.497 0.603 -0.21
N 1.405 -0.256 -0.452 0.12
N -0.284 1.583 -0.514 0.01
O 3.557 -0.011 0.033 -0.01
O -1.394 1.816 0.154 -0.19
```



Run 2
Density functional theory data (wB97M-V/def2-TZVPD) for C2H6N4O2 as an isolated structure.

Summary:
Net charge: 0
E_HOMO: -8.6 eV
M: 118.096 g/mol
Orbital gap: 0.318 Eh

Structure (XYZ):
```
14
Properties=species:S:1:pos:R:3:lowdin_charge:R:1
C -0.838 -0.151 0.684 -0.61
C -0.319 -2.510 -1.142 -0.54
N -1.747 -0.678 1.388 0.11
N -0.482 1.201 0.940 0.08
N -0.102 -0.772 -0.272 -0.04
N 0.991 -0.131 -0.896 0.12
O 0.631 -2.460 -1.854 0.07
O -1.263 -3.031 -0.713 0.16
H -1.898 -1.661 1.193 0.03
H -1.034 1.513 1.731 0.08
H -0.676 1.805 0.148 0.07
H 1.716 0.170 -0.225 0.17
H 0.735 0.683 -1.483 0.16
H 1.318 -0.940 -1.518 0.14
```



Best to worst by energy: run 2, run 1.



Run 1
Density functional theory data (wB97M-V/def2-TZVPD) for one molecule with the formula C3H3NO4.

Summary:
Net charge: 0
SMILES string: O=c1[nH]c(O)c(O)o1
E_HOMO: -7.9 eV
M: 117.060 g/mol
Orbital gap: 0.284 Eh

Structure (XYZ):
```
11
Properties=species:S:1:pos:R:3:lowdin_charge:R:1
O 1.232 1.167 1.917 0.11
C 0.860 0.569 0.951 -0.61
N 0.821 0.944 -0.349 0.19
C -0.200 0.145 -0.999 -0.33
O -0.643 0.483 -2.147 0.07
C -0.681 -0.688 -0.020 -0.29
O -1.203 -1.911 -0.280 0.01
O 0.135 -0.536 1.164 0.12
H 1.517 1.716 -0.610 0.21
H -1.686 0.200 -2.489 0.28
H -1.623 -2.307 0.724 0.25
```



Run 2
Density functional theory data (wB97M-V/def2-TZVPD) for C3H3NO4 as an isolated structure.

Summary:
Net charge: 0
E_HOMO: -9.3 eV
M: 117.060 g/mol
Orbital gap: 0.314 Eh

Structure (XYZ):
```
11
Properties=species:S:1:pos:R:3:lowdin_charge:R:1
C 0.231 0.836 0.426 -0.59
C -1.163 1.088 0.274 0.01
C 0.218 -0.521 -0.776 -0.40
N -0.185 -1.660 -0.189 0.18
O 1.082 1.871 0.047 0.09
O -0.055 0.502 1.651 0.01
O -2.279 0.857 0.011 0.26
O 0.792 -0.416 -1.832 0.09
H 1.978 1.581 0.289 0.13
H -0.612 -1.588 0.730 0.11
H -0.008 -2.551 -0.631 0.12
```



Best to worst by energy: run 1, run 2.



Run 1
Density functional theory data (wB97M-V/def2-TZVPD) for one molecule with the formula C3H3NO4.

Summary:
Net charge: 0
SMILES string: O=C(O)C1=NOCO1
E_HOMO: -10.3 eV
M: 117.060 g/mol
Orbital gap: 0.375 Eh

Structure (XYZ):
```
11
Properties=species:S:1:pos:R:3:lowdin_charge:R:1
O -2.944 0.660 -0.305 0.11
C -1.874 0.053 -0.509 -0.33
O -1.747 -1.099 -1.257 0.08
C -0.412 0.473 -0.003 -0.24
N -0.034 1.502 0.602 0.15
O 1.315 1.367 1.101 -0.06
C 1.618 -0.046 0.647 -0.12
O 0.551 -0.512 -0.224 -0.07
H -0.756 -1.203 -1.493 0.15
H 2.516 -0.364 -0.131 0.17
H 1.768 -0.831 1.572 0.17
```



Run 2
Density functional theory data (wB97M-V/def2-TZVPD) for one molecule with the formula C3H3NO4.

Summary:
Net charge: 0
SMILES string: O=c1occ(O)n1O
E_HOMO: -8.6 eV
M: 117.060 g/mol
Orbital gap: 0.307 Eh

Structure (XYZ):
```
11
Properties=species:S:1:pos:R:3:lowdin_charge:R:1
O 2.671 0.652 -0.300 0.10
C 1.627 -0.020 -0.247 -0.43
O 1.325 -1.220 0.171 0.07
C -0.040 -1.498 0.189 -0.01
C -0.680 -0.276 -0.107 -0.38
O -1.928 0.207 -0.393 0.04
N 0.290 0.621 -0.261 0.06
O 0.003 1.986 0.527 0.06
H -0.337 -2.542 0.725 0.18
H -2.698 -0.547 -0.172 0.22
H -0.234 2.637 -0.133 0.08
```



Best to worst by energy: run 1, run 2.



Run 1
Density functional theory data (wB97M-V/def2-TZVPD) for a 2-piece molecular cluster, FH2O2P overall.

Summary:
Net charge: 0
SMILES string: O=PO.F
E_HOMO: -11.3 eV
M: 83.986 g/mol
Orbital gap: 0.403 Eh

Structure (XYZ):
```
6
Properties=species:S:1:pos:R:3:lowdin_charge:R:1
O 0.667 0.893 0.684 -0.44
P -0.686 1.279 0.531 0.78
O -1.393 0.204 -0.417 -0.28
H -0.859 -0.579 -0.369 0.00
F 0.918 -1.230 -0.549 -0.18
H 1.352 -0.567 0.119 0.13
```



Run 2
Density functional theory data (wB97M-V/def2-TZVPD) for one molecule with the formula FH2O2P.

Summary:
Net charge: 0
SMILES string: O=[PH2]OF
E_HOMO: -11.7 eV
M: 83.986 g/mol
Orbital gap: 0.416 Eh

Structure (XYZ):
```
6
Properties=species:S:1:pos:R:3:lowdin_charge:R:1
O -0.220 -2.074 0.049 -0.33
P -0.363 -0.610 -0.023 0.61
O -1.954 -0.600 -0.088 -0.20
F -2.590 0.685 0.081 -0.09
H 0.285 0.211 -1.009 0.02
H -0.089 0.339 0.925 0.00
```



Best to worst by energy: run 1, run 2.



Run 1
Density functional theory data (wB97M-V/def2-TZVPD) for one molecule with the formula CH3N5.

Summary:
Net charge: 0
SMILES string: Nn1cnnn1
E_HOMO: -10.5 eV
M: 85.070 g/mol
Orbital gap: 0.411 Eh

Structure (XYZ):
```
9
Properties=species:S:1:pos:R:3:lowdin_charge:R:1
N 1.539 0.027 0.042 0.09
N 0.113 -0.108 -0.277 -0.23
C -0.621 0.958 -0.079 -0.25
N -1.877 0.619 -0.028 0.05
N -1.753 -0.835 0.076 -0.05
N -0.642 -1.292 -0.116 0.04
H 1.714 -0.749 -0.569 0.06
H 1.626 -0.637 0.888 0.12
H -0.099 2.019 0.064 0.17
```



Run 2
Density functional theory data (wB97M-V/def2-TZVPD) for one molecule with the formula CH3N5.

Summary:
Net charge: 0
SMILES string: Nn1cnnn1
E_HOMO: -10.7 eV
M: 85.070 g/mol
Orbital gap: 0.413 Eh

Structure (XYZ):
```
9
Properties=species:S:1:pos:R:3:lowdin_charge:R:1
N -0.476 1.530 -0.234 0.08
N 0.253 0.245 -0.026 -0.20
C 0.122 -0.720 -0.849 -0.26
N 0.486 -1.860 -0.342 0.03
N 0.680 -1.558 1.001 -0.06
N 0.567 -0.336 1.247 0.03
H -0.015 2.230 0.434 0.10
H -1.260 1.217 0.549 0.15
H -0.357 -0.748 -1.779 0.11
```



Best to worst by energy: run 2, run 1.



Run 1
Density functional theory data (wB97M-V/def2-TZVPD) for one molecule with the formula C5H10NO4PS.

Summary:
Net charge: 0
E_HOMO: -8.8 eV
M: 211.179 g/mol
Orbital gap: 0.337 Eh

Structure (XYZ):
```
22
Properties=species:S:1:pos:R:3:lowdin_charge:R:1
C -0.799 -0.484 0.740 -0.50
C 1.366 -0.893 1.143 -0.06
C 1.286 0.219 0.070 -0.50
C 2.126 1.436 0.435 -0.02
C 1.632 -0.300 -1.325 -0.01
N -0.141 0.511 0.150 0.19
O -2.020 -0.675 0.808 -0.01
O 0.022 -1.328 1.346 0.10
O -4.022 -1.393 -0.646 -0.18
O -2.369 0.264 -1.633 -0.35
P -3.308 0.018 -0.539 0.07
S -4.332 1.340 0.448 0.24
H 1.958 -1.754 0.831 0.14
H 1.746 -0.510 2.096 0.14
H 2.060 2.188 -0.345 0.09
H 3.166 1.140 0.544 0.09
H 1.784 1.872 1.370 0.09
H 1.438 0.469 -2.069 0.09
H 1.026 -1.169 -1.570 0.10
H 2.683 -0.574 -1.375 0.09
H -4.668 -1.443 0.060 0.06
H -0.634 1.068 -0.539 0.15
```



Run 2
Density functional theory data (wB97M-V/def2-TZVPD) for one molecule with the formula C5H10NO4PS.

Summary:
Net charge: 0
E_HOMO: -8.0 eV
M: 211.179 g/mol
Orbital gap: 0.317 Eh

Structure (XYZ):
```
22
Properties=species:S:1:pos:R:3:lowdin_charge:R:1
C -0.455 -0.264 -0.152 -0.57
C 2.788 0.602 1.577 -0.11
C -1.906 -0.557 -0.449 -0.17
C 0.511 -1.317 -0.659 -0.17
C -2.817 0.606 -0.056 -0.31
N -0.066 0.585 0.918 -0.31
O 2.000 0.993 -0.962 -0.47
O 3.975 -0.353 -0.565 -0.24
O -4.155 0.401 -0.415 -0.06
O 1.782 -1.278 -0.018 -0.22
P 0.134 1.637 -0.310 1.02
S 2.685 0.019 -0.105 0.62
H 3.281 -0.171 2.151 0.08
H 3.369 1.516 1.571 0.08
H 1.767 0.772 1.912 0.03
H -2.204 -1.447 0.114 0.13
H -2.030 -0.779 -1.516 0.12
H 0.661 -1.230 -1.744 0.13
H 0.121 -2.315 -0.437 0.14
H -2.807 0.732 1.028 0.12
H -2.421 1.534 -0.507 0.08
H -4.212 0.316 -1.375 0.09
```



Best to worst by energy: run 1, run 2.